*w*
# C2H4O2P

A cluster of 2 separate species, C2H4O2P in total (ωB97M-V/def2-TZVPD, the OMol25 dataset).

The geometry in XYZ format:
```
9
Properties=species:S:1:pos:R:3:mulliken_charge:R:1
C -0.953 0.545 -2.299 -0.519
C -0.024 0.551 -1.386 -0.309
O 1.454 0.404 3.176 -0.589
O -0.541 -1.179 3.270 -0.604
P 0.533 -0.526 2.472 0.406
H -0.781 0.622 -3.387 0.231
H -2.002 0.469 -2.039 0.197
H 1.041 0.627 -1.555 0.195
H 1.274 -1.513 1.748 -0.007
```

For the gap between HOMO and LUMO (spin up / spin down), the calculation gives 0.34640 / 0.18111 Ha. The total charge is -1. Its HOMO energy (spin up / spin down) is -5.471 / -2.122 eV.

---

*x*
# C2H4O2P

A cluster of 2 separate species, C2H4O2P in total (ωB97M-V/def2-TZVPD, the OMol25 dataset).

The geometry in XYZ format:
```
9
Properties=species:S:1:pos:R:3:mulliken_charge:R:1
C 2.272 0.085 0.017 -0.455
C 1.133 -0.252 0.612 -0.436
O -2.800 -1.314 0.192 -0.565
O -2.546 1.220 0.224 -0.538
P -2.219 -0.090 -0.337 0.490
H 3.187 0.693 0.553 0.135
H 2.313 0.497 -1.016 0.131
H 0.899 -0.655 1.575 0.213
H -2.240 -0.184 -1.820 0.025
```

For the gap between HOMO and LUMO (spin up / spin down), the calculation gives 0.29889 / 0.20936 Ha. The total charge is -1. Its HOMO energy (spin up / spin down) is -3.753 / -2.130 eV.

---

*y*
# C2H4O2P

A cluster of 2 separate species, C2H4O2P in total (ωB97M-V/def2-TZVPD, the OMol25 dataset).

The geometry in XYZ format:
```
9
Properties=species:S:1:pos:R:3:mulliken_charge:R:1
C -1.367 -0.353 -0.546 -0.461
C -0.451 0.568 -0.302 -0.155
O 1.493 -1.417 0.033 -0.595
O 2.223 1.086 -0.151 -0.627
P 1.222 0.028 0.259 0.247
H -2.383 -0.262 -0.963 0.253
H -1.224 -1.515 -0.273 0.148
H -0.521 1.653 -0.655 0.280
H 1.008 0.212 2.599 -0.090
```

For the gap between HOMO and LUMO, the calculation gives 0.28204 Ha. The total charge is -1. Its HOMO energy is -3.617 eV.

---

The most stable arrangement is *y*, and the next structure is 34.4 kcal/mol less stable.

---

*w*
# C3H9N3S

An isolated molecule of C3H9N3S (ωB97M-V/def2-TZVPD, the OMol25 dataset).

The geometry in XYZ format:
```
16
Properties=species:S:1:pos:R:3:mulliken_charge:R:1
C -0.121 0.741 0.715 -0.968
C -0.304 1.687 -0.441 -0.466
C -0.731 -1.526 -0.079 0.059
H 1.339 -1.856 1.416 0.239
H 2.091 -1.458 -0.095 0.247
H -1.005 0.704 1.336 0.429
H 0.677 1.104 1.360 0.302
H -1.111 1.325 -1.090 0.278
H -0.518 2.675 -0.090 0.397
H 1.314 0.709 -1.943 0.086
H -0.337 -2.548 -0.181 0.424
H -2.292 -0.367 -0.127 0.234
N 1.493 -1.126 0.720 -0.724
N 0.283 -0.641 0.273 0.389
N -1.971 -1.330 -0.290 -0.726
S 1.192 1.907 -1.484 -0.199
```

For the gap between HOMO and LUMO, the calculation gives 0.36367 Ha. The total charge is 0. The structure (SMILES) is [H]/N=C\N(N)CCS. Its HOMO energy is -9.130 eV.

---

*x*
# C3H9N3S

An isolated molecule of C3H9N3S (ωB97M-V/def2-TZVPD, the OMol25 dataset).

The geometry in XYZ format:
```
16
Properties=species:S:1:pos:R:3:mulliken_charge:R:1
C 1.051 1.773 0.625 -0.767
C 2.318 -0.990 -0.244 -0.796
C -0.014 -1.109 0.448 0.163
H 0.059 1.727 1.130 0.270
H 1.266 2.804 0.322 0.339
H 1.799 1.456 1.357 0.270
H 0.292 1.200 -1.170 0.262
H 2.998 -0.419 0.397 0.258
H 2.287 -2.022 0.041 0.389
H 2.699 -0.942 -1.310 0.240
H 0.417 -1.960 0.991 0.293
H -3.284 -0.102 0.186 0.155
N 1.045 0.916 -0.548 -0.548
N 0.935 -0.443 -0.313 0.110
N -1.262 -0.935 0.600 -0.448
S -2.105 0.216 -0.318 -0.191
```

For the gap between HOMO and LUMO, the calculation gives 0.33475 Ha. The total charge is 0. The structure (SMILES) is CNN(C)/C=N\S. Its HOMO energy is -8.171 eV.

---

*y*
# C3H9N3S

An isolated molecule of C3H9N3S (ωB97M-V/def2-TZVPD, the OMol25 dataset).

The geometry in XYZ format:
```
16
Properties=species:S:1:pos:R:3:mulliken_charge:R:1
C -2.915 -0.811 0.093 -0.638
C -0.215 1.389 0.343 -0.149
C 2.010 -0.860 1.053 -0.679
H -3.394 -1.480 -0.622 0.288
H -2.826 -1.419 1.058 0.242
H -3.640 0.107 0.142 0.259
H -0.827 -0.968 -0.419 0.184
H -0.125 2.199 0.988 0.346
H 1.784 1.684 -0.127 0.314
H 2.759 0.003 1.171 0.207
H 1.110 -0.869 1.802 0.217
H 2.506 -1.848 1.172 0.350
N -1.650 -0.238 -0.415 -0.178
N -1.369 0.821 0.353 -0.338
N 0.996 1.132 -0.386 -0.331
S 1.471 -0.483 -0.685 -0.095
```

For the gap between HOMO and LUMO, the calculation gives 0.32114 Ha. The total charge is 0. The structure (SMILES) is CN/N=C\NSC. Its HOMO energy is -8.039 eV.

---

The most stable arrangement is *w*, and the next structure is 16.0 kcal/mol less stable.

---

*w*
# C6H10NO

The ion C6H10NO with charge +1 (ωB97M-V/def2-TZVPD, the OMol25 dataset).

The geometry in XYZ format:
```
18
Properties=species:S:1:pos:R:3:mulliken_charge:R:1
C 1.296 -1.615 0.171 -0.643
C 1.512 -0.334 0.575 -0.327
C 0.126 -1.656 -0.770 -0.611
C 0.873 2.717 0.887 -0.396
C 0.398 0.456 0.135 0.524
C -2.005 -0.211 -0.247 -0.808
N -0.587 -0.265 -0.701 0.051
O 0.238 1.730 0.219 -0.301
H 1.884 -2.468 0.311 0.501
H 2.153 0.042 1.380 0.357
H 0.409 -1.618 -1.801 0.300
H -0.691 -2.327 -0.657 0.433
H 0.486 3.688 0.968 0.301
H 1.557 2.325 1.559 0.246
H -2.125 -0.776 0.709 0.378
H -2.278 0.905 -0.025 0.298
H -2.725 -0.545 -1.063 0.332
H -0.521 -0.048 -1.650 0.364
```

For the gap between HOMO and LUMO (spin up / spin down), the calculation gives 0.29121 / 0.29429 Ha. The total charge is +1. Its HOMO energy (spin up / spin down) is -12.046 / -11.694 eV.

---

*x*
# C6H10NO

A structure of composition C6H10NO (ωB97M-V/def2-TZVPD, the OMol25 dataset).

The geometry in XYZ format:
```
18
Properties=species:S:1:pos:R:3:mulliken_charge:R:1
O -2.034 0.626 0.449 -0.517
C -1.652 1.229 -0.535 -0.098
C -0.327 1.555 -0.892 -0.464
C 0.703 1.295 0.190 -0.756
C 0.855 -0.264 0.293 0.825
C 1.455 -0.936 -0.741 -0.697
C -0.206 -2.073 1.317 -0.713
N 0.353 -0.789 1.387 -0.155
H -2.366 1.359 -1.371 0.432
H -0.935 2.423 -0.440 0.199
H -0.010 1.851 -1.882 0.543
H 0.377 1.658 1.159 0.380
H 1.684 1.543 -0.205 0.344
H 1.498 -0.509 -1.735 0.267
H 1.907 -1.903 -0.555 0.409
H -0.345 -2.629 2.232 0.295
H -1.174 -1.779 0.857 0.372
H 0.216 -2.655 0.472 0.334
```

For the gap between HOMO and LUMO, the calculation gives 0.22478 Ha. The total charge is +1. Its HOMO energy is -13.795 eV.

---

The most stable arrangement is *w*, and the next structure is 29.3 kcal/mol less stable.

---

*w*
# C11H14N

The ion C11H14N with charge +1 (ωB97M-V/def2-TZVPD, the OMol25 dataset).

The geometry in XYZ format:
```
26
Properties=species:S:1:pos:R:3:mulliken_charge:R:1
C -3.204 -0.129 -1.230 -0.361
C -3.080 -1.362 -0.582 -0.575
C -2.134 0.683 -1.520 -0.800
C -1.825 -1.677 -0.151 -0.518
C -0.856 0.444 -0.953 0.920
C -0.716 -0.832 -0.247 1.181
C 0.286 1.334 -1.119 -0.600
C 1.425 1.462 -0.371 -0.329
C 0.548 -1.404 0.142 -1.594
C 3.039 0.516 1.125 -0.752
C 0.843 0.699 1.759 -0.569
N 1.701 0.983 0.880 0.083
H -4.233 0.324 -1.456 0.313
H -3.866 -2.184 -0.494 0.331
H -2.251 1.753 -1.722 0.305
H -1.644 -2.739 0.150 0.241
H 0.140 1.946 -2.048 0.369
H 2.099 2.279 -0.713 0.416
H 0.466 -2.469 0.062 0.530
H 1.404 -1.033 -0.425 0.276
H 3.053 -0.474 0.857 0.379
H 3.639 1.125 0.358 0.287
H 3.372 0.572 2.171 0.309
H 1.227 0.399 2.654 0.345
H -0.170 0.973 1.671 0.477
H 0.738 -1.190 1.203 0.338
```

For the gap between HOMO and LUMO (spin up / spin down), the calculation gives 0.27805 / 0.27807 Ha. The total charge is +1. The structure (SMILES) is C=[N+](C)/C=C\c1ccccc1C. Its HOMO energy (spin up / spin down) is -12.443 / -12.443 eV.

---

*x*
# C11H14N

A cluster of 2 separate species, C11H14N in total (ωB97M-V/def2-TZVPD, the OMol25 dataset).

The geometry in XYZ format:
```
26
Properties=species:S:1:pos:R:3:mulliken_charge:R:1
C 0.727 -2.651 -0.091 0.018
C -3.715 0.159 -0.232 -0.554
C -3.067 1.048 0.672 -0.471
C -2.956 -0.752 -0.960 -0.716
C -1.677 0.953 0.888 -0.437
C -1.527 -0.815 -0.736 -0.288
C -1.087 -0.030 0.211 1.064
C 3.062 0.795 -1.093 -1.211
C 1.583 0.273 1.788 -1.318
C 1.593 0.468 -0.861 -0.101
C 1.365 -0.391 0.405 0.133
N 1.193 -1.611 0.216 0.117
H 1.127 -3.683 -0.137 0.352
H -4.744 0.245 -0.515 0.392
H -3.626 1.843 1.090 0.434
H -3.357 -1.289 -1.807 0.359
H -1.257 1.558 1.786 0.181
H -0.870 -1.475 -1.308 0.337
H 3.178 1.396 -2.026 0.370
H 3.558 1.425 -0.250 0.270
H 3.508 -0.181 -1.198 0.358
H 1.154 -0.151 2.650 0.456
H 1.087 1.376 1.805 0.241
H 2.673 0.179 2.053 0.365
H 1.099 -0.043 -1.778 0.263
H 0.976 1.355 -0.571 0.385
```

For the gap between HOMO and LUMO (spin up / spin down), the calculation gives 0.29755 / 0.25518 Ha. The total charge is +1. Its HOMO energy (spin up / spin down) is -13.135 / -12.677 eV.

---

The most stable arrangement is *w*, and the next structure is 77.1 kcal/mol less stable.

---

*w*
# CBrClFO2S

A cluster of 2 separate species, CBrClFO2S in total (ωB97M-V/def2-TZVPD, the OMol25 dataset).

The geometry in XYZ format:
```
7
Properties=species:S:1:pos:R:3:mulliken_charge:R:1
C -0.119 0.643 0.400 0.192
O 1.475 -1.272 0.572 -0.506
O 0.732 -0.803 -1.762 -0.478
F 0.154 0.747 1.679 -0.095
S 0.435 -1.341 -0.444 0.709
Cl 0.467 2.007 -0.513 -0.091
Br -3.144 0.021 0.068 -0.732
```

For the gap between HOMO and LUMO (spin up / spin down), the calculation gives 0.24627 / 0.24622 Ha. The total charge is -1. Its HOMO energy (spin up / spin down) is -4.454 / -4.453 eV.

---

*x*
# CBrClFO2S

A cluster of 2 separate species, CBrClFO2S in total (ωB97M-V/def2-TZVPD, the OMol25 dataset).

The geometry in XYZ format:
```
7
Properties=species:S:1:pos:R:3:mulliken_charge:R:1
C 1.417 0.564 -2.584 -0.220
O -2.176 0.633 3.376 -0.402
O -1.342 -1.592 2.845 -0.384
F 0.800 -0.602 -3.039 -0.179
S -1.616 -0.253 2.364 0.746
Cl 2.859 -0.014 -1.690 -0.242
Br 0.059 1.263 -1.272 -0.319
```

For the gap between HOMO and LUMO, the calculation gives 0.15504 Ha. The total charge is -1. Its HOMO energy is -2.955 eV.

---

The most stable arrangement is *x*, and the next structure is 2.2 kcal/mol less stable.

---

*w*
# C4H8N2

A cluster of 3 separate species, C4H8N2 in total (ωB97M-V/def2-TZVPD, the OMol25 dataset).

The geometry in XYZ format:
```
14
Properties=species:S:1:pos:R:3:mulliken_charge:R:1
C -1.061 -1.169 -0.836 -0.624
N -1.046 -0.254 0.185 -0.173
C 0.176 0.325 0.511 0.360
C 0.909 1.156 -0.529 -1.176
C 0.269 0.800 1.872 0.048
N 0.392 1.134 2.972 -0.441
H -0.685 -0.834 -1.802 0.229
H -1.936 -1.819 -0.878 0.312
H 0.370 -1.739 -0.326 0.051
H -1.584 -0.534 1.002 0.252
H 0.886 -1.187 0.193 0.146
H 1.899 1.433 -0.148 0.362
H 1.056 0.607 -1.467 0.342
H 0.356 2.081 -0.749 0.312
```

For the gap between HOMO and LUMO, the calculation gives 0.33445 Ha. The total charge is 0. Its HOMO energy is -8.654 eV.

---

*x*
# C4H8N2

A cluster of 2 separate species, C4H8N2 in total (ωB97M-V/def2-TZVPD, the OMol25 dataset).

The geometry in XYZ format:
```
14
Properties=species:S:1:pos:R:3:mulliken_charge:R:1
C -1.945 0.641 -0.336 -1.119
C -0.930 -0.478 -0.151 -0.374
N 0.429 0.014 0.039 -0.036
C 1.450 -0.393 -0.593 -0.334
C 2.252 -0.755 2.267 -0.193
N 1.568 0.209 2.251 -0.642
H -1.758 1.204 -1.255 0.327
H -1.930 1.331 0.512 0.334
H -2.947 0.204 -0.400 0.330
H -1.148 -1.046 0.760 0.286
H -0.936 -1.172 -0.999 0.339
H 0.739 0.446 1.044 0.468
H 2.421 -0.064 -0.225 0.361
H 1.373 -1.106 -1.410 0.254
```

For the gap between HOMO and LUMO, the calculation gives 0.32578 Ha. The total charge is 0. Its HOMO energy is -9.217 eV.

---

*y*
# C4H8N2

A structure of composition C4H8N2 (ωB97M-V/def2-TZVPD, the OMol25 dataset).

The geometry in XYZ format:
```
14
Properties=species:S:1:pos:R:3:mulliken_charge:R:1
C -1.643 -0.855 -0.131 -1.231
C -0.633 0.174 -0.541 0.615
N -0.292 1.073 0.628 -0.483
N -0.375 0.451 -1.743 -0.597
H 0.268 1.873 0.353 0.316
H -1.047 1.310 1.265 0.279
H 0.326 1.174 -1.881 0.250
H -1.663 -1.652 -0.868 0.342
H -2.629 -0.385 -0.085 0.344
H -1.431 -1.264 0.855 0.327
C 1.690 -0.564 0.377 -0.580
C 2.893 -0.721 0.360 -0.303
H 3.948 -0.821 0.312 0.381
H 0.588 0.207 1.099 0.340
```

For the gap between HOMO and LUMO, the calculation gives 0.34726 Ha. The total charge is 0. Its HOMO energy is -8.888 eV.

---

The most stable arrangement is *x*, and the next structure is 24.9 kcal/mol less stable.